1.
Molecular formula: C4H12
Method: DFT, wB97M-V/def2-TZVPD

CARTESIAN COORDINATES (ANGSTROEM)
C1 -1.61978 -0.17551 0.17411
C2 -3.13577 -0.25114 0.37132
H1 -1.13638 -0.71430 1.05418
H2 -1.00282 -0.92288 -0.51676
H3 -1.26887 0.84072 -0.01286
H4 -3.39871 -0.27288 1.42150
H5 -3.43759 -1.27663 -0.07026
H6 -3.60497 0.62974 -0.10259
C3 2.57708 0.18269 0.53589
C4 2.15256 0.32072 -1.03415
H7 2.36265 1.20802 0.87417
H8 2.03907 -0.66829 1.10411
H9 3.70158 0.04457 0.40924
H10 2.81635 0.52459 -1.80788
H11 1.91883 -0.75476 -1.48581
H12 1.16628 0.90152 -1.15009

Results
- E_tot: -4340.7398 eV
- HOMO: -10.739 eV
- Kohn-Sham gap: 11.8 eV
- Charge: 0
- SMILES: CC.CC

---

2.
Molecular formula: C4H5OP
Method: DFT, wB97M-V/def2-TZVPD

CARTESIAN COORDINATES (ANGSTROEM)
C1 -0.86201 1.19751 0.59104
C2 0.11752 1.31025 -0.32435
C3 -0.66661 -0.21630 0.81327
C4 0.52204 -0.15072 -0.17910
O1 1.87713 -2.29370 -1.71465
P1 0.47340 -1.92500 -1.64616
H1 -1.53285 1.93615 0.91882
H2 0.67811 1.88766 -0.96776
H3 -0.62813 -0.57608 1.88933
H4 -1.52175 -0.73334 0.44818
H5 1.54313 -0.43641 0.17139

Results
- E_tot: -15561.7502 eV
- HOMO: -8.129 eV
- Kohn-Sham gap: 7.3 eV
- Charge: 0